DFT (ωB97M-V/def2-TZVPD) results for a molecular structure, C32H26BiBrIN5O2.

CARTESIAN COORDINATES (ANGSTROEM)
Bi: 13.133 12.890 10.658
C: 14.429 14.110 6.364
C: 15.242 12.997 6.899
N: 15.898 12.213 6.101
C: 16.492 11.071 6.595
C: 16.520 10.779 7.924
C: 17.145 9.525 8.386
O: 16.446 8.870 9.417
C: 15.946 11.728 8.853
C: 16.146 11.551 10.332
N: 15.384 12.109 11.180
C: 15.635 11.905 12.564
C: 15.809 10.579 13.087
C: 16.131 10.472 14.430
C: 16.419 11.506 15.229
C: 16.306 12.840 14.675
C: 15.867 12.996 13.368
I: 15.659 14.859 12.499
C: 15.194 12.762 8.312
O: 14.435 13.582 9.040
H: 14.451 14.154 5.240
H: 14.743 15.136 6.717
H: 13.385 13.895 6.599
H: 16.904 10.340 5.895
H: 18.102 9.804 8.841
H: 17.285 8.782 7.560
H: 15.551 8.600 9.082
H: 16.990 10.981 10.681
H: 15.628 9.762 12.470
H: 16.190 9.465 14.893
H: 16.661 11.424 16.274
H: 16.512 13.678 15.342
Br: 6.771 7.760 11.268
C: 7.655 9.380 11.063
C: 9.028 9.270 10.922
C: 9.794 10.434 10.715
C: 9.192 11.673 10.529
C: 7.774 11.745 10.683
C: 7.020 10.636 11.027
N: 9.949 12.791 10.163
C: 9.498 13.667 9.353
C: 10.284 14.851 8.951
C: 9.690 15.889 8.199
C: 10.501 16.972 7.966
C: 11.808 17.027 8.472
C: 12.298 15.913 9.144
N: 11.549 14.839 9.356
H: 9.411 8.301 10.829
H: 10.899 10.418 10.550
H: 7.250 12.685 10.624
H: 5.965 10.675 11.118
H: 8.533 13.454 8.819
H: 8.679 15.831 7.822
H: 10.072 17.822 7.519
H: 12.322 17.985 8.361
H: 13.333 15.929 9.559
N: 12.843 10.914 10.422
C: 13.197 9.927 9.619
C: 13.241 8.613 10.082
C: 13.500 7.512 9.232
C: 13.705 7.682 7.857
C: 13.531 9.008 7.381
C: 13.321 10.063 8.208
H: 13.114 8.373 11.189
H: 13.663 6.525 9.705
H: 13.896 6.739 7.297
H: 13.477 9.163 6.281
H: 13.330 11.098 7.762

Force components x, y, z for each atom (eV/Å):
-0.145 -0.966 -0.276
-0.156 1.337 -1.573
0.270 -0.354 0.729
0.692 -1.397 -0.557
-0.715 0.817 -0.178
-0.498 1.370 0.373
0.617 -1.088 0.176
-1.253 -0.269 0.146
0.644 -1.187 0.247
-0.570 0.398 -1.940
-0.316 -0.051 0.988
0.951 -2.459 -0.409
-0.315 3.489 0.509
-0.038 -3.356 -0.243
-0.175 4.214 -0.331
-0.132 -1.549 1.107
0.354 0.336 0.904
0.153 0.716 0.149
-0.279 0.554 0.668
0.121 -0.082 -0.264
0.337 -0.271 1.045
-0.506 -1.153 -0.004
-0.079 0.443 0.347
-0.150 0.490 -0.059
0.233 -0.392 -0.241
0.228 0.930 0.315
0.935 0.250 0.383
0.333 -0.323 -0.008
-0.280 -1.340 -0.958
-0.060 0.583 -0.568
0.140 -0.240 0.104
-0.073 -0.067 -0.445
-0.881 -0.493 0.170
0.702 1.066 0.058
-0.540 2.299 -0.405
0.947 -0.367 -0.590
-1.983 -0.548 0.137
0.519 -0.090 0.456
1.249 -1.023 -0.676
0.524 0.830 -0.011
-0.788 -1.558 -0.451
-0.787 -0.346 -0.268
1.130 -1.002 0.636
0.581 -0.199 0.858
-0.859 0.342 -0.272
0.882 0.857 0.071
0.284 0.411 0.078
1.007 -1.098 0.204
-0.959 -0.257 0.330
0.091 0.288 -0.091
-0.812 0.238 0.208
0.608 0.563 0.452
-0.062 -0.068 0.163
-0.235 0.975 -0.773
0.284 -0.645 0.110
-0.882 -0.270 -0.453
-0.149 2.018 1.220
-0.431 -0.671 -1.416
0.227 -2.058 1.422
0.650 0.431 0.429
-0.553 -0.420 0.907
0.075 -1.680 -1.847
0.244 1.674 -0.137
0.116 0.652 -1.547
-0.336 0.594 -0.398
-0.163 1.295 -0.101
0.426 0.046 0.848
-0.393 -1.174 0.544

Summary:
**E_HOMO**: -6.75 eV
**Total charge**: 0

DFT (ωB97M-V/def2-TZVPD) results for a molecular structure, C32H26CoIN3O5SSe4.

CARTESIAN COORDINATES (ANGSTROEM)
Co: 0.477 -0.065 0.404
Se: -1.797 1.286 0.619
Se: -2.665 0.935 -1.491
Se: -1.099 2.043 -2.980
Se: 0.935 1.902 -1.887
C: -3.040 -1.335 -5.419
O: -1.709 -1.150 -4.996
C: -0.705 -1.402 -5.839
C: -0.863 -1.696 -7.187
C: 0.250 -1.857 -8.005
C: 1.524 -1.718 -7.485
C: 1.686 -1.441 -6.133
C: 0.593 -1.305 -5.292
N: 0.797 -0.957 -3.942
C: 0.156 -1.288 -2.827
C: -0.649 -2.356 -2.481
C: -1.007 -3.446 -3.328
C: -1.875 -4.409 -2.929
C: -2.459 -4.316 -1.626
C: -2.118 -3.335 -0.762
C: -1.138 -2.318 -1.107
O: -0.758 -1.532 -0.212
H: -3.647 -1.207 -4.526
H: -3.190 -2.340 -5.825
H: -3.324 -0.587 -6.165
H: -1.859 -1.759 -7.606
H: 0.108 -2.071 -9.058
H: 2.393 -1.831 -8.119
H: 2.676 -1.341 -5.704
H: 1.463 -0.200 -3.771
H: 0.382 -0.569 -2.047
H: -0.550 -3.518 -4.306
H: -2.126 -5.236 -3.580
H: -3.187 -5.062 -1.324
H: -2.540 -3.273 0.234
C: 4.284 -2.769 -0.684
C: 4.347 -1.383 -0.788
C: 3.246 -0.600 -0.462
C: 2.033 -1.156 -0.025
C: 2.009 -2.554 0.082
C: 3.104 -3.351 -0.240
H: 5.144 -3.382 -0.932
H: 5.265 -0.907 -1.121
H: 3.326 0.478 -0.539
H: 1.099 -3.039 0.425
H: 3.033 -4.432 -0.149
I: -3.053 -1.179 5.126
C: -1.127 -1.169 4.325
C: -0.022 -1.186 5.159
C: 1.233 -1.185 4.576
C: 1.323 -1.135 3.193
N: 0.254 -1.079 2.406
C: -0.959 -1.115 2.951
H: -0.138 -1.181 6.235
H: 2.131 -1.182 5.179
H: 2.280 -1.115 2.683
H: -1.791 -1.050 2.259
O: 3.233 2.037 5.011
S: 4.337 2.476 3.730
O: 4.352 3.940 3.769
N: 3.590 1.922 2.443
C: 2.267 1.759 2.330
O: 1.772 1.244 1.314
C: 1.399 2.185 3.471
C: 0.054 2.469 3.265
C: -0.774 2.809 4.322
C: -0.248 2.872 5.608
C: 1.098 2.630 5.829
C: 1.925 2.296 4.761
H: -0.323 2.428 2.251
H: -1.821 3.018 4.138
H: -0.890 3.123 6.445
H: 1.534 2.696 6.819

Force components x, y, z for each atom (eV/Å):
-0.214 0.089 -0.210
0.250 0.032 0.008
0.150 -0.077 -0.179
-0.253 0.062 0.058
0.152 -0.282 0.016
-0.017 0.032 0.014
-0.114 -0.082 0.256
0.203 0.167 -0.032
-0.019 -0.014 -0.013
0.028 0.018 -0.020
0.014 -0.019 -0.016
-0.015 -0.094 0.070
-0.023 -0.144 -0.024
0.052 0.046 -0.074
0.261 -0.077 -0.040
-0.232 0.028 0.115
0.031 0.077 0.002
-0.049 -0.012 0.024
-0.007 -0.055 -0.047
0.052 0.090 0.018
0.164 0.010 0.235
-0.337 -0.345 -0.402
-0.002 0.015 -0.018
-0.004 0.005 0.023
0.007 -0.018 -0.007
0.034 -0.017 0.002
0.008 -0.012 0.010
-0.008 0.012 0.000
-0.011 0.003 0.001
-0.269 0.302 -0.006
0.117 0.006 0.169
0.002 0.047 -0.067
0.004 -0.006 0.005
0.007 -0.015 0.008
-0.016 0.000 -0.018
0.001 0.009 0.026
-0.003 0.006 -0.011
-0.049 -0.008 -0.010
0.062 -0.025 -0.050
-0.026 0.003 -0.022
0.008 -0.002 -0.013
-0.007 0.002 -0.012
-0.021 -0.009 0.008
0.013 -0.003 0.018
0.025 0.000 0.006
0.000 0.007 0.011
-0.032 0.012 0.011
0.004 -0.021 -0.007
-0.012 0.044 0.042
0.044 0.001 -0.014
0.096 -0.030 -0.025
-0.066 0.140 0.053
0.021 0.009 0.020
-0.004 -0.024 -0.003
-0.015 0.007 -0.008
-0.008 0.051 0.013
-0.001 0.012 0.006
0.015 -0.071 -0.005
-0.005 0.099 0.022
-0.019 0.003 -0.014
0.037 -0.181 0.070
0.067 0.006 -0.081
-0.073 0.328 0.161
0.021 -0.049 -0.030
0.000 -0.019 0.005
-0.020 -0.020 -0.029
0.004 -0.004 0.024
-0.008 -0.012 0.003
-0.002 -0.029 0.004
-0.014 0.004 -0.003
0.018 -0.014 -0.001
0.010 0.003 -0.009
-0.005 0.001 -0.013

Summary:
**E_HOMO (spin up / spin down)**: -0.89 / -0.90 eV
**Spin multiplicity**: 2
**Total charge**: -2
**Energy relative to the best compared isomer or geometry (same formula, charge and spin)**: 0.000 eV
**⟨S²⟩**: 0.765

DFT (ωB97M-V/def2-TZVPD) results for a molecular structure, C32H26CrN11O2.

CARTESIAN COORDINATES (ANGSTROEM)
Cr: 1.988 0.512 -1.003
O: 1.099 4.229 -2.120
C: 1.102 3.044 -1.898
N: 2.202 2.278 -1.609
C: 3.507 2.912 -1.556
C: 4.521 1.841 -1.271
C: 5.885 2.073 -1.300
C: 6.755 1.035 -1.024
C: 6.244 -0.224 -0.721
C: 4.882 -0.394 -0.709
N: 4.030 0.617 -0.979
C: -0.157 2.212 -1.873
C: -1.385 2.737 -2.199
C: -2.493 1.897 -2.167
C: -2.323 0.570 -1.811
C: -1.057 0.116 -1.484
N: 0.012 0.922 -1.511
H: 3.550 3.684 -0.780
H: 3.736 3.415 -2.499
H: 6.252 3.061 -1.542
H: 7.824 1.199 -1.047
H: 6.893 -1.059 -0.503
H: 4.434 -1.353 -0.485
H: -1.446 3.781 -2.477
H: -3.475 2.274 -2.423
H: -3.158 -0.117 -1.785
H: -0.897 -0.914 -1.192
C: -0.003 2.321 3.750
N: 0.837 1.586 2.793
C: 0.982 1.828 1.503
N: 1.681 0.834 0.955
C: 1.956 0.007 2.011
N: 1.447 0.430 3.134
C: -1.463 2.255 3.360
C: -2.311 3.287 3.743
C: -3.655 3.253 3.396
C: -4.158 2.200 2.650
C: -3.310 1.165 2.267
C: -1.969 1.187 2.632
C: -3.844 0.067 1.462
N: -5.028 -0.061 0.981
N: -5.033 -1.255 0.261
C: -3.853 -1.747 0.368
O: -3.024 -0.961 1.109
C: -3.309 -2.953 -0.254
C: -4.119 -3.740 -1.073
C: -3.580 -4.850 -1.698
C: -2.236 -5.169 -1.535
C: -1.431 -4.390 -0.717
C: 0.036 -4.704 -0.555
N: 0.850 -3.542 -0.951
C: 1.181 -2.491 -0.223
N: 1.764 -1.575 -0.997
C: 1.733 -2.163 -2.242
N: 1.185 -3.346 -2.244
C: -1.978 -3.295 -0.063
H: 0.344 3.352 3.779
H: 0.194 1.868 4.720
H: 0.567 2.687 0.999
H: 2.559 -0.883 1.938
H: -1.924 4.125 4.310
H: -4.309 4.058 3.700
H: -5.200 2.167 2.362
H: -1.333 0.357 2.345
H: -5.158 -3.471 -1.208
H: -4.204 -5.465 -2.333
H: -1.817 -6.023 -2.053
H: 0.342 -5.525 -1.197
H: 0.300 -4.947 0.474
H: 1.008 -2.420 0.839
H: 2.137 -1.713 -3.137
H: -1.379 -2.689 0.608

Force components x, y, z for each atom (eV/Å):
-0.071 0.323 0.285
0.009 0.000 -0.053
-0.004 0.017 0.117
0.049 -0.135 -0.081
-0.033 -0.036 -0.020
-0.031 -0.059 0.013
0.005 0.041 -0.002
0.023 -0.004 0.001
0.025 -0.014 0.010
-0.038 0.056 0.004
0.008 0.016 -0.028
0.095 -0.071 -0.008
-0.043 0.022 -0.014
-0.010 0.036 -0.005
-0.008 -0.051 0.025
-0.002 0.040 0.016
0.004 0.019 -0.026
-0.009 0.005 0.004
0.004 -0.001 -0.011
0.008 -0.007 0.002
-0.006 0.000 0.001
0.006 0.007 -0.001
-0.009 -0.002 -0.015
-0.011 -0.006 -0.001
0.005 -0.003 0.001
-0.017 0.007 0.003
0.016 -0.008 -0.004
0.048 -0.017 -0.039
-0.023 -0.030 0.101
-0.100 -0.049 -0.031
0.086 -0.201 0.010
0.017 0.028 0.027
-0.012 0.095 -0.074
0.038 0.051 0.001
-0.019 0.007 -0.027
0.000 -0.008 -0.007
-0.003 0.011 0.032
-0.065 -0.017 -0.015
0.021 -0.031 -0.024
0.087 0.104 0.003
-0.039 -0.200 -0.123
-0.023 0.225 0.104
0.080 -0.090 -0.091
-0.025 -0.032 0.089
-0.062 0.026 0.006
-0.005 -0.016 0.008
0.012 0.011 0.002
-0.029 0.025 -0.019
0.000 -0.053 -0.030
0.055 0.050 -0.029
-0.064 -0.072 -0.087
0.128 0.041 0.170
-0.125 0.022 -0.423
0.072 -0.131 0.087
-0.018 0.052 0.110
0.021 0.052 0.016
-0.001 0.007 0.031
-0.003 -0.031 -0.008
0.000 -0.021 -0.028
-0.012 -0.012 -0.003
-0.002 -0.006 -0.001
0.004 -0.004 0.000
0.003 0.003 0.003
0.010 0.005 0.007
0.004 -0.005 -0.007
0.000 0.000 0.006
-0.002 0.001 0.008
0.011 -0.014 0.016
-0.011 0.019 0.010
-0.018 0.019 -0.006
-0.011 0.015 0.012
0.008 -0.019 0.001

Summary:
**E_HOMO (spin up / spin down)**: -13.46 / -13.46 eV
**Spin multiplicity**: 4
**Total charge**: +2
**⟨S²⟩**: 3.780

Max |F| per entry: 4.23; 0.63; 0.44 eV Å⁻¹
DFT total energy per entry: -4745.50300; -13459.94722; -3031.92208 Eh